# 1
Density functional theory data (ωB97M-V/def2-TZVPD) for C5H10O2 as an isolated structure.

```
17
Properties=species:S:1:pos:R:3:forces:R:3
C 2.0923 1.0071 -0.4547 0.3 0.1 0.0
O 0.6875 0.9600 -0.5611 -0.1 0.0 0.0
C 0.2418 -0.3607 -0.5318 0.0 -0.2 0.0
C 0.3086 -1.1110 0.8055 0.3 0.0 0.1
O -0.9845 -1.6782 0.5403 0.0 -0.1 0.2
C -1.2705 -0.6002 -0.3845 -0.2 0.2 -0.1
C -2.0319 0.5058 0.3226 0.0 0.0 0.0
H 2.4483 0.4833 0.4470 -0.1 0.1 -0.1
H 2.5734 0.5461 -1.3312 -0.1 0.1 0.1
H 2.3883 2.0559 -0.3917 -0.1 -0.1 0.0
H 0.6631 -0.9397 -1.3703 -0.1 0.1 0.2
H 0.2725 -0.3787 1.6251 0.0 -0.2 0.0
H 1.0791 -1.8541 1.0210 -0.1 0.0 -0.2
H -1.8042 -0.9667 -1.2717 0.1 0.1 0.2
H -2.1037 1.4049 -0.2960 0.0 -0.1 0.0
H -3.0351 0.1496 0.5770 0.1 0.1 -0.1
H -1.5250 0.7765 1.2544 -0.1 0.0 -0.2
```
Forces are in eV/Å.

Electronic energy ... -9440.475 eV
Relative energy (zero: lowest compared OMol25 entry of this formula, charge and spin) ... 59.22 kcal per mole
HOMO energy ... -9.608 eV

# 2
Density functional theory data (ωB97M-V/def2-TZVPD) for one molecule with the formula C5H10O2.

```
17
Properties=species:S:1:pos:R:3:forces:R:3
O -1.9295 -1.5010 -0.1202 0.0 -0.1 -0.2
C -1.9359 -0.1170 0.1223 -0.1 0.4 0.1
C -0.6017 0.5500 -0.3151 -0.1 0.1 0.1
C 0.3842 0.8428 0.8303 -0.1 0.0 0.1
C 1.7299 0.3821 0.2666 0.1 0.0 0.0
C 1.2844 -0.7777 -0.6134 0.2 -0.1 0.0
O 0.0867 -0.3135 -1.2290 0.0 0.1 -0.1
H -1.5196 -1.5981 -0.9941 0.0 -0.1 0.2
H -2.0901 0.0140 1.1992 0.0 0.1 -0.1
H -2.7812 0.3726 -0.3868 0.1 -0.1 0.0
H -0.8235 1.4657 -0.8740 0.0 -0.1 0.1
H 0.1239 0.2466 1.7123 0.0 0.0 -0.1
H 0.3696 1.8968 1.1255 0.0 -0.2 -0.1
H 2.4386 0.0880 1.0458 -0.1 0.0 -0.1
H 2.1905 1.1607 -0.3519 -0.1 -0.1 0.1
H 1.0866 -1.6748 -0.0076 0.0 0.1 -0.1
H 1.9871 -1.0372 -1.4097 -0.1 0.1 0.1
```
Forces are in eV/Å.

Electronic energy ... -9441.552 eV
Relative energy (zero: lowest compared OMol25 entry of this formula, charge and spin) ... 34.38 kcal per mole
HOMO energy ... -9.910 eV

# 3
Density functional theory data (ωB97M-V/def2-TZVPD) for one molecule with the formula C5H10O2 at a distorted geometry.

```
17
Properties=species:S:1:pos:R:3:forces:R:3
C -2.0268 0.1088 -0.4404 -0.5 0.1 0.2
O -0.7422 0.5123 -0.7541 -0.5 1.0 0.0
C 0.1997 0.9752 0.1691 -0.2 0.1 -0.1
C 0.4123 0.4444 1.6141 -0.5 0.0 0.1
O 1.6720 -0.1332 1.2563 -0.2 -0.3 -0.2
C 1.4425 0.1507 -0.1419 -0.4 -0.7 -0.8
C 0.9184 -1.1615 -0.9853 1.1 0.3 0.5
H -2.1378 -0.1601 0.6169 -0.2 0.2 -0.1
H -2.6777 0.9318 -0.7395 -0.6 -0.2 0.3
H -2.2739 -0.7852 -1.0379 0.1 0.2 0.1
H 0.1901 2.0655 0.1132 0.5 0.0 0.0
H -0.3056 -0.2997 1.9749 0.0 0.0 -0.1
H 0.5465 1.2161 2.3867 -0.2 -0.1 -0.3
H 2.3445 0.6862 -0.5036 -0.6 -0.7 -0.4
H 1.4080 -1.1734 -1.9587 0.5 -0.4 0.2
H 1.1696 -1.9769 -0.3189 0.8 -0.5 -0.3
H -0.1395 -1.4011 -1.2509 0.8 1.0 0.6
```
Forces are in eV/Å.

Electronic energy ... -9439.016 eV
Relative energy (zero: lowest compared OMol25 entry of this formula, charge and spin) ... 92.85 kcal per mole
HOMO energy ... -9.512 eV

# 4
Density functional theory data (ωB97M-V/def2-TZVPD) for one molecule with the formula C5H10O2 at a distorted geometry.

```
17
Properties=species:S:1:pos:R:3:forces:R:3
O 2.0498 0.3158 0.4884 0.8 0.9 -0.2
C 1.7776 -0.9923 0.0780 -0.4 0.6 -0.4
C 0.3831 -0.7382 -0.5111 -0.5 1.3 -0.7
C -0.7373 -0.7745 0.4913 -0.2 0.1 -0.1
C -1.6198 0.4090 0.1109 -0.4 0.0 0.1
C -0.6555 1.5388 -0.1847 -0.2 -0.4 0.1
O 0.3279 0.8918 -1.0076 -0.2 -1.7 0.4
H 1.4843 0.8918 -0.2520 1.6 -1.0 1.8
H 1.7824 -1.7386 0.9195 -0.4 0.8 -0.5
H 2.4965 -1.4088 -0.6587 -0.3 0.4 0.1
H 0.1851 -1.1407 -1.4897 -0.2 -0.5 -0.1
H -0.3440 -0.6738 1.5116 0.0 0.0 -0.3
H -1.2871 -1.7183 0.4258 0.1 0.1 0.0
H -2.3539 0.6521 0.8742 -0.1 0.0 0.1
H -2.1363 0.1642 -0.8229 -0.1 0.1 0.1
H -0.2042 1.9455 0.7349 0.0 -0.2 -0.2
H -1.1486 2.3760 -0.7080 0.4 -0.4 -0.2
```
Forces are in eV/Å.

Electronic energy ... -9440.285 eV
Relative energy (zero: lowest compared OMol25 entry of this formula, charge and spin) ... 63.59 kcal per mole
HOMO energy ... -9.479 eV

# 5
Density functional theory data (ωB97M-V/def2-TZVPD) for a 2-piece molecular cluster, C5H10O2 overall.

```
17
Properties=species:S:1:pos:R:3:forces:R:3
C -1.9409 0.3950 0.0420 0.0 0.0 -0.1
C -1.0027 -0.3355 0.9608 0.0 -0.1 0.0
C -0.3469 -1.5024 0.6109 -0.1 0.0 0.0
O 1.5542 -0.8780 0.5216 0.1 0.2 0.0
C 1.3642 0.4326 0.1860 -0.4 0.2 -0.2
C 1.3664 0.7230 -1.3037 0.0 0.0 0.0
O 0.6483 1.1135 0.9697 0.2 -0.2 -0.1
H -1.8406 1.4771 0.1509 0.0 -0.1 0.0
H -2.9771 0.1268 0.2865 0.2 0.0 0.0
H -1.7680 0.1277 -1.0060 0.0 0.0 0.2
H -1.0816 -0.0918 2.0158 0.0 0.0 -0.1
H -0.4654 -1.9029 -0.3941 0.0 0.1 0.1
H -0.0420 -2.2067 1.3761 0.0 0.1 -0.1
H 2.5015 0.1617 0.5930 0.1 -0.2 0.1
H 0.4238 0.3423 -1.7185 0.1 0.0 0.1
H 1.4146 1.7997 -1.4808 0.0 -0.1 0.0
H 2.1923 0.2180 -1.8101 -0.1 0.1 0.1
```
Forces are in eV/Å.

Electronic energy ... -9437.441 eV
Relative energy (zero: lowest compared OMol25 entry of this formula, charge and spin) ... 129.20 kcal per mole
HOMO energy (alpha / beta) ... -8.903 / -8.904 eV

# 6
Density functional theory data (ωB97M-V/def2-TZVPD) for a 2-piece molecular cluster, C5H10O2 overall at a distorted geometry.

```
17
Properties=species:S:1:pos:R:3:forces:R:3
C -2.4047 0.3597 -0.5383 0.0 0.0 0.0
C 0.5451 -0.3843 1.4916 0.1 0.6 0.2
O 0.1657 -1.3931 0.7101 -0.7 -0.7 0.6
C 0.7319 -1.4071 -0.4662 0.4 0.1 -0.8
C 1.7584 -0.3324 -0.5012 0.1 0.0 -0.1
C 1.3161 0.5981 0.6591 0.3 -0.1 0.1
O 0.5577 1.7270 0.2381 -0.2 0.0 -0.1
H -3.2631 -0.3064 -0.4274 0.1 0.1 0.0
H -2.6310 1.1249 -1.2849 0.0 -0.1 0.1
H -2.1967 0.8312 0.4268 -0.1 -0.1 -0.1
H -0.1168 -0.1847 2.3231 0.1 0.0 -0.1
H -1.5433 -0.2335 -0.8629 -0.2 0.1 0.0
H 0.5644 -2.2776 -1.0821 0.1 0.1 0.1
H 2.7417 -0.7568 -0.2347 -0.1 0.1 -0.1
H 1.8556 0.1982 -1.4525 0.0 -0.1 0.1
H 2.1775 1.0322 1.1692 -0.1 -0.1 0.0
H -0.2584 1.4045 -0.1679 0.1 0.1 0.1
```
Forces are in eV/Å.

Electronic energy ... -9438.697 eV
Relative energy (zero: lowest compared OMol25 entry of this formula, charge and spin) ... 100.22 kcal per mole
HOMO energy (alpha / beta) ... -7.564 / -7.320 eV

# 7
Density functional theory data (ωB97M-V/def2-TZVPD) for one molecule with the formula C5H10O2.

```
17
Properties=species:S:1:pos:R:3:forces:R:3
C -2.2785 0.1067 -0.5147 -0.3 0.1 -0.1
O -1.0661 -0.4902 -0.1230 0.0 0.0 0.0
C 0.0435 0.2240 -0.5913 0.1 0.1 -0.1
C 0.3714 1.5221 0.1654 -0.2 0.3 -0.1
O 1.5461 0.9427 0.7435 0.1 0.0 0.1
C 1.3762 -0.2782 -0.0045 0.1 -0.3 -0.1
C 1.3562 -1.5068 0.8754 0.0 0.0 0.0
H -2.3762 1.1282 -0.1167 0.0 -0.2 -0.1
H -2.3687 0.1530 -1.6112 0.0 0.0 0.1
H -3.0890 -0.5056 -0.1139 0.1 0.1 -0.1
H 0.0076 0.3105 -1.6884 0.0 0.0 0.2
H -0.3663 1.8070 0.9268 0.1 -0.1 -0.1
H 0.6056 2.3915 -0.4628 0.0 -0.1 0.1
H 2.1639 -0.3617 -0.7665 -0.1 0.0 0.1
H 1.2593 -2.4128 0.2679 0.0 0.1 0.1
H 2.2945 -1.5646 1.4368 -0.1 0.0 -0.1
H 0.5204 -1.4659 1.5771 0.1 0.0 -0.1
```
Forces are in eV/Å.

Electronic energy ... -9440.564 eV
Relative energy (zero: lowest compared OMol25 entry of this formula, charge and spin) ... 57.17 kcal per mole
HOMO energy ... -9.715 eV

# 8
Density functional theory data (ωB97M-V/def2-TZVPD) for a 2-piece molecular cluster, C5H10O2 overall at a distorted geometry.

```
17
Properties=species:S:1:pos:R:3:forces:R:3
O 3.3232 -1.0156 -2.6513 -2.1 0.6 3.5
C 2.8475 -0.7614 -1.5155 3.0 0.6 -1.4
C 1.8936 -1.6448 -0.7316 -1.8 -0.7 -3.2
C 0.3812 -1.0389 -0.5759 1.0 -0.2 2.2
C -0.0713 0.1618 -1.3709 -0.6 2.2 1.9
C -0.4052 1.3766 -0.8103 0.9 -1.3 -2.1
H 3.2950 0.1734 -0.9618 -1.0 -1.3 -0.8
H 1.6710 -2.4630 -1.5111 0.9 0.7 1.4
H 2.2705 -2.1052 0.1975 0.0 0.6 -0.4
H -0.1859 -1.8177 -1.0823 -0.4 -0.4 1.1
H 0.2635 -0.9584 0.6001 -0.5 0.0 -2.6
H -0.3466 -0.1396 -2.3604 0.4 0.6 -0.9
H -0.5983 2.3795 -1.2535 -0.3 -1.4 -0.4
H -0.3790 1.4455 0.2309 0.5 0.0 1.7
H -4.6873 2.7565 5.0056 -0.6 -1.0 0.7
H -4.4296 1.8498 3.9830 1.0 -0.9 -2.5
O -4.8421 1.8016 4.8074 -0.4 1.8 1.8
```
Forces are in eV/Å.

Electronic energy ... -9439.263 eV
Relative energy (zero: lowest compared OMol25 entry of this formula, charge and spin) ... 87.17 kcal per mole
HOMO energy ... -9.519 eV

# 9
Density functional theory data (ωB97M-V/def2-TZVPD) for a 2-piece molecular cluster, C5H10O2 overall at a distorted geometry.

```
17
Properties=species:S:1:pos:R:3:forces:R:3
C 1.2870 -0.9055 0.0561 -0.6 -0.5 -0.6
C -2.1063 0.6481 -2.7029 -0.2 0.5 -0.2
C -0.9258 1.1595 -2.3581 -0.2 -0.2 0.1
O -0.6375 2.4973 -2.5179 0.1 -0.3 -0.7
C 0.2119 0.4178 -1.7996 0.3 -0.7 0.2
C 0.2087 -0.1061 -0.5829 -0.8 0.7 0.2
H 1.2549 -0.8546 1.1380 0.5 0.6 0.1
H 1.0468 -1.9466 -0.1199 0.1 -0.5 -0.2
H 2.2276 -0.6960 -0.4503 0.2 0.0 0.6
H -2.7612 1.3367 -3.2239 -0.4 -0.1 0.2
H -2.4968 -0.3463 -2.5159 0.6 0.1 -0.1
H -1.1966 2.8380 -3.2314 0.0 0.1 0.3
H 1.0421 0.1969 -2.4678 0.1 0.4 0.0
H -0.7009 0.0964 -0.0178 0.2 -0.1 0.2
H 1.7165 -1.9748 6.7593 0.2 0.0 0.3
H 0.5458 -1.0535 6.7293 0.1 0.1 0.4
O 1.2837 -1.3073 7.3056 -0.3 -0.1 -0.7
```
Forces are in eV/Å.

Electronic energy ... -9440.524 eV
Relative energy (zero: lowest compared OMol25 entry of this formula, charge and spin) ... 58.09 kcal per mole
HOMO energy ... -8.913 eV

# 10
Density functional theory data (ωB97M-V/def2-TZVPD) for one molecule with the formula C5H10O2.

```
17
Properties=species:S:1:pos:R:3:forces:R:3
C -1.0525 1.2482 0.6112 0.2 0.2 -0.1
O -1.1117 -1.4319 0.3602 -0.1 -0.3 0.1
C -0.2964 -1.2317 -0.6366 0.4 0.0 -0.5
C -0.7022 0.0043 -1.5221 -0.2 0.0 0.0
O -0.0874 0.9144 -0.4735 -0.1 0.1 0.1
C 0.9042 -0.2792 -0.2222 0.0 0.0 0.2
C 1.4625 -0.3306 1.1576 -0.1 -0.1 0.0
H -1.2050 2.3211 0.4915 0.0 -0.1 0.1
H -1.9614 0.6522 0.5063 0.4 0.1 -0.1
H -0.6032 1.0082 1.5754 0.0 0.1 -0.3
H 0.0408 -2.1067 -1.2419 0.0 0.1 0.1
H -1.7579 0.2466 -1.6361 0.1 -0.1 0.1
H -0.1298 0.1960 -2.4370 -0.1 0.0 0.2
H 1.6586 -0.0945 -0.9963 -0.2 0.0 0.1
H 2.2941 -1.0451 1.1490 -0.1 0.1 0.0
H 1.8616 0.6366 1.4859 -0.1 -0.1 0.0
H 0.6856 -0.7079 1.8286 0.1 0.0 0.0
```
Forces are in eV/Å.

Electronic energy ... -9437.832 eV
Relative energy (zero: lowest compared OMol25 entry of this formula, charge and spin) ... 120.18 kcal per mole
HOMO energy ... -7.547 eV